Entry 1:
{
  "formula": "C2H34NO15",
  "method": "the ωB97M-V functional and the def2-TZVPD basis",
  "homo_lumo_gap_ev": [7.7, 3.0],
  "charge": 2,
  "s_squared": 0.76,
  "spin_multiplicity": 2,
  "homo_ev": [-16.10, -16.10],
  "e_lumo_ev": [-8.380, -13.129],
  "symbols": ["O", "O", "O", "O", "O", "O", "O", "O", "O", "O", "O", "O", "O", "O", "O", "N", "C", "C", "H", "H", "H", "H", "H", "H", "H", "H", "H", "H", "H", "H", "H", "H", "H", "H", "H", "H", "H", "H", "H", "H", "H", "H", "H", "H", "H", "H", "H", "H", "H", "H", "H", "H"],
  "coordinates": [[-0.87682, 3.01094, 0.45136], [0.32889, -2.29771, -1.82224], [1.07444, 1.50725, -4.27142], [0.68274, 0.14981, 3.36096], [-1.66693, 0.12554, -2.17577], [0.55965, -1.16660, -4.25206], [2.08780, 1.04629, -1.48651], [0.98579, -1.56947, 0.71484], [-2.88378, 1.57914, -0.48275], [0.88584, -2.70566, 3.20105], [-0.95252, 2.53263, 3.08824], [0.26602, 2.89439, -1.83557], [1.81292, 0.83636, 1.07961], [2.95703, -2.06233, -1.49071], [-1.63748, -3.07037, 0.26024], [-1.19721, -0.69292, 1.82971], [-1.65484, -0.19239, 3.22016], [-0.36084, 0.29186, 3.97096], [0.79233, -1.83814, -0.15201], [-1.33944, 0.10647, 1.17883], [-2.42955, -3.12793, -0.23759], [2.55427, 0.37430, 1.58794], [2.07782, 0.12346, -1.65193], [0.25136, -1.92200, -2.60953], [-0.73669, 2.89101, -0.43066], [-0.91485, 2.65696, 2.22987], [-2.08867, -1.01937, 3.91763], [0.95037, 3.63938, -1.65862], [0.43584, 2.13843, -3.73616], [0.57604, 2.05968, -1.72308], [-2.29254, 1.06809, -1.10488], [-0.21510, -3.10562, -1.66550], [-0.88217, 3.36814, 3.62012], [-2.41782, 0.56655, 3.11941], [0.75349, -0.22531, -4.41117], [0.98896, -2.53432, 2.29248], [-1.83292, 3.25373, 0.49666], [-3.76215, 1.59565, -0.78525], [-2.05105, 0.86538, -2.75449], [1.84686, 1.28156, -3.73048], [-1.57474, -3.85041, 0.76330], [1.33811, -0.59686, 0.73211], [3.74736, -2.44042, -1.08536], [2.32677, 1.11650, -0.56184], [-1.60674, -1.55439, 1.44225], [-0.21520, -0.91201, 1.85780], [-0.51767, 0.65985, 4.96995], [2.20871, -2.48105, -1.35767], [1.53755, 1.61668, 1.53184], [1.17688, -1.74407, -4.72904], [1.62581, -2.16939, 3.73491], [-0.72192, -0.07725, -2.44993]],
  "lowdin_spin": [0.000, 0.000, 0.000, 0.554, 0.000, 0.000, 0.000, -0.003, 0.000, 0.212, -0.002, 0.000, 0.008, 0.000, 0.000, 0.002, 0.093, 0.087, 0.000, 0.000, 0.000, 0.000, 0.000, 0.000, 0.000, 0.000, 0.004, 0.000, 0.000, 0.000, 0.000, 0.000, 0.000, 0.003, 0.000, 0.002, 0.000, 0.000, 0.000, 0.000, 0.000, 0.000, 0.000, 0.000, 0.000, 0.000, 0.041, 0.000, 0.000, 0.000, 0.000, 0.000]
}

***

Entry 2:
{
  "formula": "C33H59N2O2OsP2",
  "method": "the ωB97M-V functional and the def2-TZVPD basis",
  "homo_lumo_gap_ev": [7.6, 4.1],
  "charge": 3,
  "de_lowest_kcal_mol": 58.6,
  "s_squared": 6.03,
  "spin_multiplicity": 5,
  "homo_ev": [-15.59, -17.03],
  "e_lumo_ev": [-8.008, -12.967],
  "symbols": ["Os", "P", "P", "O", "O", "N", "N", "C", "C", "C", "C", "C", "C", "C", "C", "C", "C", "C", "C", "C", "C", "C", "C", "C", "C", "C", "C", "C", "C", "C", "C", "C", "C", "C", "C", "C", "C", "C", "C", "C", "H", "H", "H", "H", "H", "H", "H", "H", "H", "H", "H", "H", "H", "H", "H", "H", "H", "H", "H", "H", "H", "H", "H", "H", "H", "H", "H", "H", "H", "H", "H", "H", "H", "H", "H", "H", "H", "H", "H", "H", "H", "H", "H", "H", "H", "H", "H", "H", "H", "H", "H", "H", "H", "H", "H", "H", "H", "H", "H"],
  "coordinates": [[0.43131, 0.08284, 0.16547], [0.36097, 1.70971, -1.56503], [0.64357, -1.03561, 2.17309], [-3.77160, -1.79387, -0.04875], [-0.08263, -2.22839, -1.71962], [2.42590, 0.54912, -0.04645], [0.55870, 1.73173, 1.61687], [1.88422, -2.40492, 2.25093], [-1.93568, -0.27900, 2.40176], [5.07336, 0.81208, -0.56711], [1.23077, 2.86466, -0.39759], [-5.37635, -3.37188, -0.98167], [4.94279, 3.29148, -0.53563], [1.24552, 0.21711, 3.41283], [-6.15128, -2.15262, -0.43261], [3.29348, -1.89260, 1.88432], [1.87699, -2.91436, 3.69256], [2.54399, 3.30375, -2.85024], [0.10346, -1.33534, -0.97209], [2.13262, 0.92296, -3.50819], [0.80620, 3.99202, 3.10744], [-1.05277, -1.43422, 2.89734], [-1.99556, 3.07324, -2.55423], [4.66604, 1.98703, 1.57335], [0.93178, 1.60358, 2.91041], [-3.90043, -3.05456, -0.74326], [-2.48026, 1.18707, -1.02841], [-1.63591, 0.63034, -3.26224], [1.49686, -3.54234, 1.28740], [0.66346, 2.92246, -4.20797], [-1.53483, -2.78760, 2.35658], [2.80664, 1.76263, -0.15051], [4.36934, 2.01924, 0.06703], [-1.51152, 1.68238, -2.13540], [-1.10695, -1.47508, 4.43823], [0.66964, 4.09379, 1.73030], [1.02939, 2.75089, 3.68154], [0.76234, 2.92235, 0.99410], [1.47935, 2.24049, -3.11939], [-5.07041, -1.27867, 0.25320], [-1.29097, -0.36585, -2.91739], [3.28379, -1.38078, 0.91351], [-5.57622, -3.51156, -2.04485], [0.92205, -3.37367, 3.96434], [-5.66628, -4.27090, -0.44750], [1.40473, 0.15455, -3.78369], [2.72442, 0.50733, -2.67986], [-1.70670, -0.02136, 1.34322], [4.62906, -0.11298, -0.16491], [-2.60709, -2.87271, 2.59131], [-1.79844, 0.63209, 3.00218], [4.47748, 4.20223, -0.13739], [-1.43952, -2.85602, 1.26251], [-1.48713, 3.43328, -3.45297], [-6.61960, -1.58439, -1.24674], [-2.75699, 1.99217, -0.26785], [-3.42042, 0.83892, -1.57372], [2.34311, 0.07245, 3.54643], [2.26796, -4.33249, 1.36555], [-0.94456, -0.49173, 4.89936], [4.93397, 0.86297, -1.67007], [-2.70818, 0.54450, -3.53673], [3.13594, 3.10706, -1.96059], [-5.12748, -0.22265, -0.07187], [2.11818, -2.12976, 4.42136], [0.81082, 0.04929, 4.41695], [1.33199, 3.85252, -0.87297], [-1.01811, -3.63207, 2.84215], [4.88664, 3.26533, -1.62083], [-3.32872, -2.98413, -1.68384], [-0.15965, 2.35887, -4.64597], [-0.41239, -2.19884, 4.88474], [1.34313, 3.19026, -5.03496], [-1.06552, 0.89616, -4.16445], [-1.86828, 3.81112, -1.73788], [0.60663, 5.05974, 1.17217], [-2.00787, 0.29037, -0.50842], [-5.21115, -1.30068, 1.34705], [4.24672, 1.04316, 2.04303], [5.78457, 1.97537, 1.73323], [0.28528, 3.88698, -3.82666], [6.15603, 0.80790, -0.32671], [1.20599, 2.62310, 4.75543], [3.22689, 3.36954, -3.71424], [-2.98736, -0.58804, 2.44759], [-6.93499, -2.44194, 0.29088], [2.64749, -3.68790, 3.79813], [2.80728, 1.07013, -4.36224], [0.74431, 4.90190, 3.71522], [2.11721, 4.30280, -2.73465], [-3.06948, 2.99345, -2.79688], [1.46241, -3.19137, 0.23896], [3.97811, -2.75728, 1.80205], [-2.12500, -1.79639, 4.70395], [4.28410, 2.90553, 2.06766], [0.51910, -3.97268, 1.55736], [3.69711, -1.19127, 2.63232], [-3.42277, -3.82517, -0.11300], [6.01708, 3.32166, -0.31733]],
  "lowdin_spin": [1.585, 0.037, 0.040, 0.634, 0.074, 0.565, 0.033, 0.004, 0.056, 0.012, 0.127, 0.006, 0.004, -0.001, 0.007, 0.003, 0.001, 0.002, 0.090, 0.000, 0.008, 0.022, 0.006, 0.004, 0.009, 0.083, 0.054, 0.002, 0.000, 0.000, 0.003, 0.061, 0.016, 0.024, 0.004, 0.022, 0.020, 0.010, 0.005, 0.088, 0.001, 0.001, 0.001, 0.000, 0.002, 0.000, 0.000, 0.035, 0.007, 0.001, 0.000, 0.000, 0.002, 0.000, 0.003, 0.000, 0.002, 0.000, 0.000, 0.000, 0.000, 0.001, 0.001, 0.036, 0.000, 0.000, 0.005, 0.000, 0.000, 0.041, 0.000, 0.000, 0.000, 0.000, 0.000, 0.001, 0.035, 0.053, 0.000, 0.001, 0.000, 0.000, 0.001, 0.000, 0.002, 0.000, 0.000, 0.000, 0.000, 0.000, 0.003, 0.000, 0.000, 0.002, 0.000, 0.000, 0.000, 0.045, 0.002]
}